[1]
17
Properties=species:S:1:pos:R:3:forces:R:3 method="wB97M-V/def2-TZVPD" spin_multiplicity=1 gap_ev=7.6256 de_lowest_ev=5.9365 total_charge=0 total_energy_ev=-78450.69965
Br 3.338029 0.309358 0.056903 0.4190 0.3311 0.5126
O -0.016101 1.876979 -0.421971 0.5861 1.0296 0.2755
C -0.236544 -1.746659 -0.357168 2.5631 0.6707 -0.5136
C 2.114803 -0.797762 -0.828430 -1.6233 -0.5830 -0.4927
C -0.755348 -0.364378 -0.132727 -3.8061 1.8617 0.2986
C 0.140722 0.655011 -0.624658 2.1761 -1.7969 -0.6783
C 1.312819 -1.666262 0.150895 -1.3858 1.6686 0.8251
C -1.113783 2.466518 0.318292 -0.5987 1.8140 -4.0939
H -1.256994 2.014705 1.232720 -0.4339 -1.0550 1.9258
H -0.204801 -2.086933 -1.464924 -0.4736 0.4331 2.0702
H 1.668186 -2.676943 0.132529 0.6271 -0.5505 -0.1482
H -0.722173 3.520334 0.410770 -1.1655 -1.0366 0.0310
H -1.832859 -0.125802 -0.599253 1.9817 -0.6357 0.5596
H 1.392126 -1.269265 1.240968 -0.4431 -0.7958 -1.4962
H -1.014579 -0.171503 0.967857 0.5633 -0.3894 -1.0557
H -1.993005 2.321469 -0.452671 1.2321 0.7906 2.0878
H -0.820496 -2.258860 0.370873 -0.2184 -1.7567 -0.1078


[2]
45
Properties=species:S:1:pos:R:3:forces:R:3 method="wB97M-V/def2-TZVPD" spin_multiplicity=1 smiles=ClCCl.ClCCl.ClCCl.ClCCl.ClCCl.ClCCl.ClCCl.ClCCl.ClCCl gap_ev=10.6989 de_lowest_ev=0.6463 total_charge=0 total_energy_ev=-235028.53514
Cl -4.841995 3.926850 0.415010 -0.4537 1.0326 -0.5070
Cl 2.017285 -0.308140 -6.168860 0.0988 -0.0504 -0.3353
Cl 1.149235 2.437280 -4.168180 0.3105 -0.0677 0.0063
Cl 1.325505 -1.004320 0.152570 -0.1378 0.8775 0.0451
Cl 6.042195 -2.812500 -0.434980 1.5435 0.0619 -0.1891
Cl -0.377365 2.784020 2.330780 -0.0768 0.0738 -0.0456
Cl 1.837315 -1.306730 -3.452220 0.1859 -0.0630 0.0972
Cl 1.154245 -1.271690 5.145540 -0.2455 0.3540 -0.3811
Cl -4.286675 2.096360 2.545910 0.2390 -0.1220 0.1236
Cl -4.615725 -0.497910 -1.246490 -0.1255 0.0767 -0.9284
Cl -1.254755 0.260300 -0.285850 -0.0479 0.2059 -0.2075
Cl -0.153445 -5.285390 0.533200 0.0568 0.1371 0.0470
Cl -2.464615 -3.827840 1.612710 -0.3984 -0.2746 0.0222
Cl -1.422135 5.336520 1.312290 -0.4136 -0.0520 0.0340
Cl 3.584105 -4.156770 -1.020640 -0.4956 -0.5948 -0.3695
Cl -5.542655 -1.131140 1.402690 0.1812 -0.4076 -0.0709
Cl 2.203555 3.748100 -1.831340 0.6368 -0.2984 -0.4221
Cl -1.296455 -0.954470 3.520690 0.6399 0.3153 -0.0079
C -4.146115 2.408000 0.804240 0.4024 -1.1388 0.1541
C -0.762895 -3.725770 1.104020 -0.6737 -0.2672 0.2239
C 4.382415 -2.962820 -0.040530 -0.9746 0.7108 0.5088
C 2.641185 -1.495200 -5.037070 -0.2010 -0.0954 0.4302
C -4.288855 -1.424360 0.181900 0.8983 -0.1187 0.8856
C 0.315855 -0.272440 3.908470 0.0126 -0.2265 0.2701
C 0.473325 0.509040 -0.414190 0.6446 -0.5710 -0.2161
C -0.624485 4.530970 2.657850 0.4731 -0.3559 -0.5143
C 2.631575 2.690530 -3.220360 -0.3657 -0.2429 0.0723
H 0.952355 -0.258860 3.023710 -0.2987 -0.1554 0.0344
H -3.331135 -1.089600 0.580390 -0.2802 0.2548 0.2090
H 3.708605 -1.329940 -4.890710 -0.2389 -0.1511 -0.0969
H 4.266045 -3.229570 1.009900 0.0391 0.0464 -0.1803
H 3.413045 3.079910 -3.872880 -0.3124 0.5478 0.2815
H 0.764545 1.398390 0.144690 0.0494 -0.4161 0.2309
H 0.193115 0.738810 4.296290 -0.0943 -0.3098 0.0315
H -0.284365 -3.460870 2.046860 0.4984 0.2910 -0.6733
H -4.102205 -2.480320 -0.013570 -0.8237 0.1025 -0.2086
H 2.994365 1.730970 -2.851970 -0.3388 0.0873 0.1759
H -4.668525 1.603410 0.286720 -0.0344 0.2587 0.1305
H 0.369065 4.979210 2.652530 -0.2630 -0.1434 0.7349
H -0.768085 -3.026160 0.268190 0.5381 0.0310 0.4693
H 2.394125 -2.503120 -5.370480 0.2257 0.2660 -0.0921
H 0.800465 0.612330 -1.448800 -0.4203 0.0254 0.0467
H -3.095295 2.385400 0.515530 -0.0867 0.1426 0.2164
H -1.214195 4.555490 3.574230 0.2410 0.4366 -0.2419
H 3.928445 -1.995960 -0.257770 -0.1142 -0.2130 0.2068


[3]
121
Properties=species:S:1:pos:R:3:forces:R:3 method="wB97M-V/def2-TZVPD" spin_multiplicity=1 gap_ev=5.2447 total_charge=+6 total_energy_ev=-77366.67464
O 2.421061 4.723408 2.458229 0.6545 2.8576 -1.8270
O -0.071484 0.240820 1.256684 0.2663 0.4203 0.3959
O 1.022501 1.737608 0.048913 -0.4076 -0.5392 -0.6664
O 2.814416 2.695985 2.159609 1.8196 -4.2294 -2.0802
O -0.233442 0.095691 -0.940775 0.5079 1.0581 -0.7910
O 1.648682 3.380756 3.809867 -1.1825 -2.1041 1.8754
N 2.320972 3.575586 2.806621 -1.7026 2.6915 1.5955
N -2.265316 2.691537 1.008915 0.4511 1.3662 -1.2543
N 0.258926 -6.214372 1.180158 -0.0962 1.2587 0.1324
N 3.515662 -0.227991 -0.388256 -1.1857 -0.4929 1.8873
N 1.965880 7.486652 -2.122689 -1.5399 1.1877 2.0151
N -4.491668 -3.929245 -7.083069 1.0480 0.3840 -2.0393
N 3.553811 -0.281312 5.737094 0.8446 0.6555 0.3825
N -0.138285 0.806209 -4.293356 -1.2293 -0.4358 -0.8417
N -3.210087 -1.632037 5.169430 2.4448 -0.1714 0.5873
C -0.159689 -5.005148 1.695831 1.0886 -0.9670 -0.6107
C -2.891103 -2.149631 -7.381404 -0.6138 -0.0661 -0.3113
C -4.579870 -1.990215 4.965105 -1.2263 0.2849 0.3537
C -4.315596 -3.850819 -5.772392 -0.4049 0.2478 0.8453
C -2.387117 3.046338 -0.309760 -1.4724 -1.3170 0.0950
C -3.508946 -2.892262 -5.192723 0.6188 0.4046 -0.4154
C -0.607012 -0.989184 5.531921 1.4504 -0.0206 1.0067
C 2.553080 8.660527 -2.784838 0.5726 -0.1722 -0.9248
C 0.196232 0.658201 0.083803 -1.4963 -2.3882 0.0456
C 2.300835 -2.664128 0.153480 0.1579 0.5648 -0.0023
C 0.856304 -0.698131 5.642340 0.5833 0.8063 0.0918
C 0.876510 1.672836 -3.728896 0.1655 0.4933 0.6478
C 1.248045 -6.225489 0.279573 -0.8702 -1.0187 -0.2038
C -0.456742 -7.474841 1.544602 0.1622 0.5394 0.7110
C -2.451644 -1.350779 4.059351 0.5537 -0.0887 2.1807
C 3.300757 -1.119474 -1.374158 1.0877 0.9051 0.7731
C -1.402360 0.645455 -3.779646 0.8266 -0.6176 -0.6606
C 3.148398 -0.545904 0.934629 -0.4322 -0.1680 -2.0857
C -3.755442 -3.085061 -7.919948 -1.2772 -0.5491 1.2639
C 1.337868 6.560657 -2.806031 -0.3175 -1.2042 -0.1917
C -0.603923 4.575569 -0.222087 -0.5181 0.2819 -0.2661
C 2.540450 -1.764213 1.235778 0.8589 0.3149 -1.8787
C 1.481579 0.285848 4.840047 -0.3087 -0.5870 -0.4319
C 4.063409 1.111384 -0.740144 0.3890 0.1013 0.4691
C 5.027292 -0.164337 5.778002 0.5329 0.8979 -1.5818
C 1.121274 6.539058 -0.076299 -1.5301 -0.5564 -1.1920
C -2.253223 -0.325270 -4.301278 0.8161 0.7714 0.2858
C 2.854407 0.465957 4.855964 -1.1006 -0.8111 0.1937
C -5.409914 -5.020845 -7.640073 0.6185 0.4967 -0.2409
C -2.950939 1.557452 1.589346 -0.2504 -0.9901 -0.9096
C 0.200078 0.185638 -5.439156 -0.3252 -1.9368 -0.1535
C 0.467012 -3.838746 1.290730 -1.1718 -1.0510 1.0889
C 1.826953 -5.070260 -0.190174 0.8560 -1.3234 -0.9985
C 0.357671 5.531563 -0.818243 1.2627 1.8528 -0.6159
C 1.632343 -1.410138 6.537151 0.2324 0.6352 -0.2097
C -2.776268 -2.018000 -6.001211 -0.7590 -1.9768 -0.3296
C 2.785512 -2.360716 -1.124780 -0.9525 0.3517 0.1864
C -1.858456 -1.093078 -5.404596 1.0826 2.0518 0.6146
C -1.624145 3.944493 -0.981444 0.9042 0.2719 1.0128
C -0.600992 -0.804157 -5.981649 -1.1870 0.0262 0.4233
C -2.660609 -1.716040 6.446801 0.2703 -0.1060 -1.5290
C 1.806214 7.550064 -0.754608 0.5156 -1.7829 -0.3272
C 2.996436 -1.083032 6.614187 -1.0990 -2.1341 0.1613
C -1.384737 3.349691 1.741245 0.3983 0.4330 -0.5364
C 0.526522 5.577608 -2.204796 1.0261 0.7047 -0.3548
C 1.483803 -3.887730 0.341443 -0.0023 2.0967 1.8179
C -1.329373 -1.425562 6.654675 -0.3586 0.4282 -1.2656
C -0.604237 4.333770 1.127315 0.8664 -0.5882 1.4635
C -1.138842 -0.959966 4.268280 -1.1706 -0.4073 -1.0533
H 1.835449 9.372998 -3.191634 -0.5770 -0.0119 0.8513
H -2.384815 0.701526 1.221906 0.2948 -0.2734 0.5832
H 2.598080 -5.095478 -0.945896 0.1619 -0.4253 0.0790
H -0.324906 -1.382768 -6.850772 0.4339 0.2641 -0.0989
H -4.617770 -2.913675 4.387287 -0.3953 0.0455 0.2212
H -5.060238 -1.151854 4.460612 -0.1619 -0.2749 -0.2022
H 0.872079 0.767907 4.090030 0.2937 0.5925 0.0149
H 3.347959 1.750519 -1.257584 -0.3108 -0.4015 0.1635
H 3.144096 0.242083 1.673181 0.6120 0.3449 -0.0962
H -1.303918 2.991855 2.757032 0.3655 0.5538 0.1685
H -0.887196 -1.537563 7.633614 -0.0847 0.0988 0.0495
H -3.199664 2.534811 -0.804239 -0.0429 -0.0538 -0.1099
H -2.942024 1.653019 2.675118 -0.2372 -0.1107 -0.2678
H -3.215022 -0.394322 -3.814900 -0.1682 -0.1848 -0.2716
H -5.553813 -4.902560 -8.714038 -0.1509 0.5945 0.1633
H -5.029386 -2.035723 5.957052 -0.3001 -0.5224 -0.3078
H 1.118116 -2.207650 7.052838 0.7540 -0.0856 0.6176
H -0.529475 -0.729920 3.406800 0.0424 0.1453 -0.1949
H -6.347952 -4.955115 -7.088836 0.1489 -0.2426 -0.1538
H 2.581210 -2.953530 -2.004116 0.0277 -0.4004 0.1963
H 0.190424 -8.346512 1.447284 -0.0800 0.1782 -0.4385
H 3.394837 1.068103 4.140596 -0.0478 0.3727 0.1350
H -1.368049 -7.497609 0.947016 0.1432 -0.3652 0.0842
H -0.678410 -7.392908 2.608672 -0.2693 -0.0693 -0.1026
H 2.978063 8.301911 -3.722326 0.8783 0.0034 0.3627
H 2.346819 -1.957911 2.280479 -0.4116 -0.1846 -0.1374
H 1.175021 0.307761 -5.887436 0.1497 0.5726 0.2936
H -3.359448 -2.825969 -4.125174 -0.3322 -0.2963 0.0718
H 0.155640 4.773591 1.756241 0.1230 0.1958 0.1819
H 0.140003 4.885322 -2.938109 -0.4249 -0.2019 0.3518
H 3.724309 -1.633448 7.191818 -0.3363 -0.0147 0.5073
H -1.824301 4.147578 -2.023119 -0.0186 0.0436 0.0392
H -3.220202 -2.155874 7.259087 -0.7033 0.3092 -0.1964
H 1.539898 6.593386 -3.866463 -0.3293 -0.1428 -0.1595
H -4.893061 -4.520120 -5.151947 -0.0266 -0.2072 -0.1019
H 1.654197 1.103116 -3.220254 -0.3172 -0.2959 0.0909
H 2.426055 8.310259 -0.302615 -0.4146 0.1059 0.4536
H 4.938454 0.971842 -1.374895 0.0239 -0.0773 0.1767
H 5.293301 -0.193711 4.721372 0.3590 0.3214 0.0113
H -2.415411 -1.443951 -8.046329 0.1257 -0.1156 -0.1552
H 1.374578 2.185683 -4.551718 -0.3017 0.4580 0.2371
H 0.133476 -2.960541 1.823567 0.2530 0.4140 -0.3844
H -1.736672 1.301685 -2.989703 0.4736 -0.1205 0.2008
H 5.272894 0.819156 6.178654 0.1803 -0.2069 0.1330
H 3.231242 9.115743 -2.063052 0.1698 0.0894 -0.6209
H -3.932037 1.407099 1.138870 -0.2306 0.5822 0.4231
H 0.979219 6.553178 0.994226 0.4824 0.2997 0.0946
H 1.479528 -7.223479 -0.062242 0.3885 0.0688 -0.2549
H 1.154334 1.698530 0.999016 1.1394 1.3838 0.9846
H 5.621079 -0.970151 6.209460 -0.8126 -0.0556 0.5735
H -4.892467 -5.978398 -7.581366 -0.0910 0.0363 0.6143
H 0.379976 2.285216 -2.976209 0.3740 0.3048 -0.1957
H 3.635172 -0.757898 -2.335326 -0.0897 -0.3233 -0.2193
H -2.849320 -1.571304 3.079753 -0.4274 0.3965 0.0762
H -3.995478 -3.104461 -8.972751 0.1134 -0.3187 -0.0707
H 4.339731 1.610076 0.188862 0.0224 0.0224 -0.1321
H -0.883631 -5.077804 2.493965 -0.1858 0.1440 -0.1551


[4]
43
Properties=species:S:1:pos:R:3:forces:R:3 method="wB97M-V/def2-TZVPD" spin_multiplicity=1 smiles="COCCNC(=O)NC(=O)COC(=O)C1(c2ccc(Cl)cc2)CC1" gap_ev=9.6131 de_lowest_ev=0.1922 total_charge=0 total_energy_ev=-42640.63726
Cl 1.586969 -2.438358 -3.601449 0.1544 -0.0339 -0.1268
O -2.408208 0.699730 1.878875 -0.1448 -0.1703 0.1144
O -0.492023 1.806241 3.966675 -0.0214 0.0236 0.1634
O 1.212170 -0.415139 0.955950 0.1994 -0.4393 0.0418
O -1.115204 -1.106419 2.172662 0.0820 -0.2697 0.0680
O 3.866357 2.542382 -1.662562 0.0436 0.0943 -0.1033
N 0.301814 1.478127 1.895652 0.2134 0.4578 -0.2164
N 1.188121 1.519529 -0.214648 -0.0777 0.3926 -0.2507
C -0.242895 1.028684 3.081984 0.2580 -0.2833 0.0217
C -0.520314 -1.041752 -2.665956 0.1325 -0.0680 -0.0790
C -4.079977 -0.896984 0.036822 0.0629 0.1320 0.0300
C -2.666631 -1.204436 0.430689 -0.0115 0.0501 0.0840
C -0.764806 -2.612678 -0.392173 -0.0493 0.0805 -0.1630
C 1.947958 0.998210 -1.329433 0.5765 -0.0558 0.0900
C 3.559761 3.607720 -0.799057 0.0556 0.0187 -0.0291
C 0.223317 -2.895504 -1.316083 0.0410 -0.0094 -0.0532
C 3.460263 1.268874 -1.226185 -0.3125 -0.2980 -0.1079
C -1.633470 -1.547094 -0.591283 -0.0991 -0.0962 -0.1489
C -2.078023 -0.417343 1.568919 -0.6813 0.1728 -0.2520
C -3.774487 -2.169428 0.764957 0.0173 -0.1039 0.0705
C 0.924020 0.754211 0.871189 -0.1124 0.4413 0.2339
C 0.339630 -2.106196 -2.448513 -0.2165 0.0662 0.1246
C -1.499117 -0.762814 -1.730227 0.0207 -0.0968 0.1256
C -0.419945 -0.474554 3.238987 -0.0136 0.0288 0.4099
H -4.337133 -0.959406 -1.009405 0.0662 -0.0541 -0.0916
H -4.077718 -2.261395 1.796844 -0.0225 0.0658 0.0930
H 4.186239 4.443567 -1.107673 -0.0814 0.0464 0.0725
H 3.783294 3.354919 0.243920 -0.0216 0.0118 0.0047
H 3.980470 0.571549 -1.886136 -0.0358 -0.0366 0.0917
H 1.564445 1.426126 -2.257212 -0.0043 -0.0829 -0.0091
H 3.784849 1.089630 -0.190912 0.0008 -0.0107 -0.0635
H 1.792988 -0.082181 -1.332992 -0.0078 0.1151 -0.1086
H 0.560522 -0.957155 3.266601 -0.1670 0.1073 0.0328
H -4.582887 -0.106717 0.573056 0.0275 0.0366 0.0863
H 0.939381 2.494920 -0.219670 -0.0597 -0.1445 0.0610
H -3.802361 -3.097004 0.213117 0.0512 -0.0427 -0.0802
H -0.855688 -3.212740 0.499015 -0.0031 -0.0730 0.1026
H -0.958824 -0.642236 4.178314 0.1053 0.1205 -0.1973
H -0.417244 -0.436160 -3.552784 0.0329 0.0391 -0.0963
H 0.274063 2.487707 1.817427 -0.0135 -0.1751 0.0566
H 0.904741 -3.715773 -1.156534 0.0824 -0.0735 -0.0129
H 2.508695 3.912165 -0.878117 0.0247 0.0424 0.0281
H -2.163113 0.075174 -1.882651 -0.0918 0.0741 -0.0174


Which HOMO belongs to each record? In order, -7.344 -10.566 -18.939 -9.076 eV.